Below is a cluster of 2 separate species, C6H10 in total, with properties calculated with ωB97M-V/def2-TZVPD.

Computed properties:
Electronic energy   -234.550197 hartree
Orbital gap   9.605 eV
E_LUMO   1.227 eV
SMILES   CC1=CCC=C1.[H][H]

```
! RIJCOSX wB97M-V def2-TZVPD def2/J DEFGRID3
* xyz 0 1
C -0.43695 1.95758 -0.96041
C -0.04347 0.75291 -0.15198
C -0.84123 0.21450 0.96388
C -0.22858 -0.86024 1.48691
C 1.06203 -1.09216 0.75411
C 1.05318 -0.01350 -0.29002
H -0.22235 1.81181 -2.02385
H -1.50592 2.17237 -0.86046
H 0.10686 2.85236 -0.63439
H -1.78082 0.64508 1.29843
H -0.57422 -1.47115 2.31466
H -0.92484 -2.02507 -0.99317
H 1.91660 -0.97370 1.43537
H 1.13931 -2.10507 0.33414
H -0.54852 -1.97101 -1.63300
H 1.82892 0.10531 -1.04023
*
```



Below is a structure of composition C52H81BaN3O6S, with properties calculated with ωB97M-V/def2-TZVPD.

Computed properties:
Electronic energy   -3069.590538 hartree
Orbital gap   5.945 eV
E_LUMO   3.884 eV

```
! RIJCOSX wB97M-V def2-TZVPD def2/J DEFGRID3
* xyz -2 1
Ba 0.10515 -0.74459 -0.74149
C 5.19531 6.21469 -2.02518
C 3.71172 6.11771 -1.66412
C 2.90671 6.80877 -2.77525
C 3.49815 6.87724 -0.34500
C 3.24555 4.67086 -1.51073
C 1.92135 4.39229 -1.17998
C 1.45587 3.10056 -1.02528
C 0.03633 2.85996 -0.60040
N -0.13772 2.62433 0.84589
C -1.39966 3.10709 1.32626
C -2.57508 2.23123 0.85516
N -2.25076 0.82392 0.71830
C -2.07299 0.12643 1.98494
C -0.81052 0.45764 2.79025
N 0.45511 0.12976 2.12259
C 1.44400 1.20127 2.23275
C 0.97675 2.60915 1.75994
C 0.99474 -1.11111 2.72138
C 2.34471 -1.61796 2.27500
C 3.42903 -1.56431 3.13158
C 4.64146 -2.16652 2.80968
C 4.66897 -2.90717 1.62814
C 3.60576 -3.02307 0.74356
C 2.42512 -2.26109 1.00488
O 1.44146 -2.10990 0.18921
C 3.78523 -3.94500 -0.47305
C 2.50790 -4.17022 -1.28944
C 4.26003 -5.33044 0.00303
C 4.84247 -3.34406 -1.41314
C 5.89874 -2.05207 3.66691
C 7.01037 -1.37115 2.85121
C 6.38174 -3.44228 4.10814
C 5.66242 -1.21496 4.92605
C -3.31234 0.15361 -0.05270
C -3.56088 0.67588 -1.44910
C -4.78094 1.23455 -1.76796
C -5.09374 1.65421 -3.06075
C -4.12842 1.41662 -4.03312
C -2.88750 0.83338 -3.78104
C -2.53071 0.52636 -2.43507
O -1.35530 0.15622 -2.05096
C -1.91628 0.64629 -4.95844
C -2.68168 0.23688 -6.23080
C -1.19126 1.97785 -5.20747
C -0.85926 -0.44094 -4.71799
C -6.43421 2.32577 -3.35031
C -7.58724 1.36492 -3.02015
C -6.57382 2.74432 -4.81562
C -6.57579 3.58854 -2.48535
C 2.29872 1.96699 -1.22545
O 1.80722 0.77831 -1.10864
C 3.66851 2.25036 -1.52854
C 4.08540 3.56955 -1.66609
C 4.65563 1.09123 -1.68605
C 4.69393 0.27441 -0.38394
C 6.08383 1.56249 -1.97823
C 4.20879 0.20381 -2.85938
H 5.48519 7.26539 -2.11731
H 5.40294 5.71928 -2.97579
H 5.81829 5.75678 -1.25434
H 3.22471 7.84970 -2.90001
H 1.84053 6.80050 -2.54568
H 3.04810 6.28369 -3.72189
H 3.79464 7.92719 -0.44569
H 4.09259 6.42095 0.44925
H 2.45170 6.84299 -0.04028
H 1.21457 5.20492 -1.02587
H -0.36096 1.99730 -1.14391
H -0.56710 3.73923 -0.87303
H -1.60043 4.13668 0.96929
H -1.38646 3.16611 2.41470
H -2.89225 2.57709 -0.12894
H -3.43136 2.37424 1.54676
H -2.04528 -0.94037 1.76250
H -2.94533 0.30826 2.64906
H -0.89806 -0.11267 3.72764
H -0.80757 1.50374 3.08179
H 2.30336 0.89319 1.63577
H 1.78871 1.29908 3.28213
H 1.84543 3.08577 1.29986
H 0.72570 3.21181 2.64139
H 0.25768 -1.89376 2.51021
H 1.04823 -0.96888 3.81736
H 3.30841 -1.03594 4.07229
H 5.58997 -3.42588 1.37828
H 1.68316 -4.53537 -0.67723
H 2.71462 -4.90993 -2.07045
H 2.16394 -3.25421 -1.76239
H 3.55057 -5.74184 0.72403
H 5.24388 -5.29563 0.47502
H 4.32130 -6.01485 -0.84849
H 4.49825 -2.37101 -1.76289
H 4.99843 -3.99202 -2.28229
H 5.80116 -3.20879 -0.90533
H 7.25936 -1.95822 1.96585
H 7.91876 -1.24928 3.45181
H 6.67673 -0.38754 2.51513
H 6.58805 -4.07925 3.24718
H 5.61687 -3.93424 4.71280
H 7.29877 -3.36245 4.70229
H 5.33789 -0.20523 4.66769
H 6.59227 -1.13978 5.49706
H 4.90473 -1.66948 5.56786
H -4.26663 0.20015 0.51011
H -3.02457 -0.89247 -0.12073
H -5.51148 1.34743 -0.96920
H -4.34380 1.71132 -5.05134
H -3.30711 1.03843 -6.62840
H -3.31871 -0.62564 -6.02286
H -1.97107 -0.03935 -7.01406
H -1.90393 2.77200 -5.44587
H -0.48125 1.88468 -6.03633
H -0.63867 2.26660 -4.31101
H -1.31397 -1.37668 -4.38861
H -0.15175 -0.14475 -3.94986
H -0.31274 -0.62263 -5.64894
H -7.52625 0.47358 -3.64779
H -8.55552 1.84790 -3.19107
H -7.54074 1.04489 -1.97854
H -6.51545 1.88055 -5.48085
H -5.79135 3.45191 -5.09682
H -7.54346 3.22642 -4.96868
H -6.52606 3.34154 -1.42414
H -7.53070 4.08945 -2.67834
H -5.76558 4.28633 -2.70554
H 5.12340 3.75207 -1.90598
H 4.93397 0.92740 0.46071
H 5.45354 -0.51131 -0.43491
H 3.72805 -0.18908 -0.19532
H 6.47010 2.19409 -1.17390
H 6.14292 2.11620 -2.91935
H 6.73395 0.68782 -2.06052
H 3.23472 -0.23224 -2.64522
H 4.93415 -0.59658 -3.03528
H 4.12946 0.80353 -3.77040
C -2.98027 -3.21950 -1.80607
S -1.34256 -3.21513 -1.05752
O -1.49029 -2.36861 0.12791
O -1.07398 -4.60459 -0.74433
O -0.47171 -2.64974 -2.08273
H -3.62360 -3.80249 -1.14989
H -2.90157 -3.69059 -2.78353
H -3.33930 -2.19510 -1.90239
*
```



Below is a cluster of 4 separate species, C27H59N3O4 in total, with properties calculated with ωB97M-V/def2-TZVPD.

Computed properties:
Electronic energy   -1529.195306 hartree
Orbital gap   8.345 eV
E_LUMO   0.344 eV
SMILES   CC1(C)CCCC(C)(C)N1O.CC1(C)CCCC(C)(C)N1O.CC1(C)CCCC(C)(C)N1O.O

```
! RIJCOSX wB97M-V def2-TZVPD def2/J DEFGRID3
* xyz 0 1
C -0.68599 2.77351 0.07145
C -0.80948 3.35679 1.49137
C 0.43445 3.08826 2.33256
C 1.56853 4.02295 2.00725
C 1.18753 5.51245 2.11685
C -0.06029 5.84649 1.24473
N -1.02579 4.79338 1.44205
O -2.28038 5.15781 0.92978
C -0.57593 7.19083 1.73470
C 0.44743 6.01572 -0.21371
C -1.97703 2.70433 2.25946
H 0.34962 2.74947 -0.27246
H -1.27154 3.32260 -0.66278
H -1.02911 1.73501 0.07623
H 0.27389 3.03565 3.41426
H 0.83049 2.07169 2.19448
H 1.97423 3.86915 0.99877
H 2.50026 3.91067 2.57347
H 2.08978 6.01602 1.76818
H 0.96277 5.82222 3.13899
H -1.41394 7.55578 1.13469
H -1.09444 6.98680 2.68199
H 0.15974 7.97409 1.88475
H 1.33439 6.64756 -0.23509
H 0.74396 5.05772 -0.64668
H -0.34882 6.41599 -0.84232
H -2.04838 3.12293 3.26024
H -1.75210 1.63932 2.35801
H -2.88833 2.77332 1.66539
H -2.86849 5.20725 1.69250
C -4.74006 -5.42057 2.92522
C -3.45860 -5.38587 2.01000
C -3.65048 -6.31762 0.78903
C -3.97441 -5.53899 -0.50820
C -4.82399 -4.31181 -0.23366
C -4.10404 -3.33039 0.71963
N -3.11548 -4.06378 1.55980
O -2.68637 -3.24075 2.61807
C -3.28456 -2.35919 -0.13764
C -5.14692 -2.59391 1.53037
C -2.35963 -6.03789 2.89095
H -4.69761 -4.51733 3.53170
H -4.70171 -6.22067 3.67447
H -5.63020 -5.68160 2.35588
H -2.80301 -6.97045 0.57442
H -4.49095 -6.99566 0.95856
H -4.45315 -6.22566 -1.21018
H -3.05959 -5.21575 -1.01303
H -5.82530 -4.64134 0.05313
H -4.93292 -3.84891 -1.21871
H -2.75716 -1.63780 0.49151
H -2.53217 -2.92464 -0.68680
H -3.84442 -1.75858 -0.85740
H -5.81418 -3.24107 2.09117
H -4.74592 -1.88219 2.25756
H -5.74351 -1.96748 0.85967
H -2.66516 -7.07021 3.07193
H -2.45355 -5.56654 3.87150
H -1.34653 -6.06892 2.49342
H -1.72291 -3.24457 2.59332
C 2.44733 1.23967 -3.36217
C 3.33988 -0.01625 -3.57410
C 4.59482 0.38537 -4.36438
C 5.72835 0.88197 -3.48537
C 5.99376 -0.15353 -2.38922
C 4.77906 -0.28029 -1.42510
N 3.67002 -0.67034 -2.30688
O 2.49769 -1.02821 -1.60522
C 5.14136 -1.36890 -0.44853
C 4.57170 1.03491 -0.70313
C 2.53505 -1.01769 -4.40882
H 1.58597 1.27281 -4.02808
H 3.01708 2.16908 -3.43924
H 2.01066 1.26840 -2.35946
H 4.87302 -0.35222 -5.12107
H 4.38651 1.23771 -5.02748
H 5.55749 1.86407 -3.04462
H 6.62801 1.03853 -4.08886
H 6.78604 0.35129 -1.81942
H 6.37217 -1.11753 -2.71955
H 5.12988 -2.30048 -1.02199
H 6.05635 -1.19944 0.10637
H 4.30118 -1.42867 0.25603
H 5.50872 1.36069 -0.23994
H 4.30076 1.88817 -1.32887
H 3.79350 0.96699 0.06071
H 2.49660 -0.77625 -5.47455
H 1.47913 -1.15201 -4.16555
H 3.01228 -1.99388 -4.28256
H 2.62277 -1.96746 -1.43114
O -0.67371 -0.87906 -1.15240
H -1.55220 -0.56569 -0.91423
H -0.15380 -0.78741 -0.34598
*
```



Below is a cluster of 2 separate species, C6H7NO3 in total, with properties calculated with ωB97M-V/def2-TZVPD.

Computed properties:
Electronic energy   -513.191929 hartree
Orbital gap   10.260 eV
E_LUMO   0.600 eV
SMILES   C#C[C@]12C[C@H]1OC(=O)N2.O

```
! RIJCOSX wB97M-V def2-TZVPD def2/J DEFGRID3
* xyz 0 1
O -0.61525 -1.00638 0.90242
C 0.32973 -1.16585 1.63407
N 1.41029 -2.20160 1.51053
C 2.00806 -2.45929 2.79596
C 2.68871 -1.27613 3.46029
C 1.24335 -1.53296 3.72100
O 0.26424 -0.88092 2.95471
C 2.36643 -3.81763 3.12285
C 2.75339 -4.93934 3.35866
H 1.28557 -2.93809 0.82730
H 3.37147 -1.49927 4.27961
H 2.98340 -0.42958 2.84105
H 0.88276 -1.84429 4.70027
H 3.23837 -5.87951 3.55619
H 2.58709 -1.06979 0.57003
O 2.65577 -0.04208 0.26661
H 3.32811 0.29966 0.86605
*
```